Record 1
The following is a quantum chemistry calculation of C2H3CdO2 as an isolated structure at a distorted geometry, from OMol25.

```
8
C2H3CdO2 (ωB97M-V/def2-TZVPD)
H 0.224 1.097 0.814
C -1.005 0.253 0.464
O -1.839 -0.508 0.910
O -0.133 -0.222 -0.411
C 1.117 0.484 -0.244
H 1.926 -0.241 -0.288
H 1.114 1.371 -0.875
Cd -1.404 -2.234 -0.369
```

## Properties
multiplicity = 2
HOMO (alpha / beta) = -0.737 / -0.794 Eh
net charge = +2
expectation value of S² = 0.7651

***

Record 2
The following is a quantum chemistry calculation of one molecule with the formula C2H3Cl at a distorted geometry, from OMol25.

```
6
C2H3Cl (ωB97M-V/def2-TZVPD)
C 0.622 -0.071 0.312
C -0.530 -0.071 -0.303
Cl -1.883 0.835 0.132
H 1.471 -0.630 0.119
H 0.933 0.712 0.935
H -0.614 -0.775 -1.196
```

## Properties
multiplicity = 3
HOMO (alpha / beta) = -0.206 / -0.421 Eh
net charge = 0
expectation value of S² = 2.0061

***

Record 3
The following is a quantum chemistry calculation of a 2-piece molecular cluster, C2H3Cl2F2N overall at a distorted geometry, from OMol25.

```
10
C2H3Cl2F2N (ωB97M-V/def2-TZVPD)
C 0.000 0.209 0.020
C 0.967 1.318 -0.047
N -0.854 3.128 0.580
F 2.011 1.482 0.774
F 1.317 1.901 -1.178
Cl -0.290 3.788 1.955
Cl -0.677 4.188 -0.795
H 0.106 -0.610 -0.688
H 0.160 -0.401 0.903
H -0.912 0.575 -0.273
```

## Properties
HOMO (alpha / beta) = -0.344 / -0.293 Eh
net charge = 0

***

Record 4
The following is a quantum chemistry calculation of a 2-piece molecular cluster, C2H3Cl2N overall at a distorted geometry, from OMol25.

```
8
C2H3Cl2N (ωB97M-V/def2-TZVPD)
C -1.285 -1.021 -0.957
C -0.565 -1.820 -1.759
N 0.082 -1.919 -0.523
Cl 0.138 -1.719 -3.228
Cl -2.239 -1.571 2.999
H -2.060 -0.496 -0.427
H -1.716 -0.576 2.133
H 1.114 -1.372 -0.661
```

## Properties
HOMO = -0.314 Eh
SMILES string = ClC1=CN1.Cl
net charge = 0

***

Record 5
The following is a quantum chemistry calculation of one molecule with the formula C2H3Cl2N at a distorted geometry, from OMol25.

```
8
C2H3Cl2N (ωB97M-V/def2-TZVPD)
C -0.867 0.271 -0.170
C 0.339 -0.511 0.071
N 0.970 0.438 0.829
Cl -2.136 0.038 0.879
Cl 1.209 -1.117 -1.513
H -0.942 1.009 -0.964
H 0.036 -1.286 0.691
H 1.393 1.158 0.176
```

## Properties
HOMO (alpha / beta) = -0.358 / -0.342 Eh
net charge = 0

***

Record 6
The following is a quantum chemistry calculation of a 2-piece molecular cluster, C2H3Cl2NO2 overall at a distorted geometry, from OMol25.

```
10
C2H3Cl2NO2 (ωB97M-V/def2-TZVPD)
C 0.318 -0.517 0.409
C -1.708 0.750 -0.114
N 2.265 -0.168 0.094
O 0.123 -1.490 1.016
O -0.225 0.471 -0.113
Cl 2.384 -0.031 -1.652
Cl 2.861 -1.560 0.784
H -1.936 1.571 -0.843
H -1.877 1.186 0.853
H -2.205 -0.212 -0.434
```

## Properties
HOMO = -0.321 Eh
net charge = 0

***

Record 7
The following is a quantum chemistry calculation of a 2-piece molecular cluster, C2H3Cl2PS overall at a distorted geometry, from OMol25.

```
9
C2H3Cl2PS (ωB97M-V/def2-TZVPD)
C -2.276 1.078 0.502
C -1.807 0.616 -0.525
P 1.087 -0.186 0.123
S 2.129 -1.990 0.260
Cl 1.979 0.667 -1.583
Cl 1.888 0.807 1.597
H -2.934 1.300 1.293
H 1.096 -2.665 -0.328
H -1.161 0.373 -1.338
```

## Properties
HOMO = -0.341 Eh
SMILES string = SP(Cl)Cl.C#C
net charge = 0

***

Record 8
The following is a quantum chemistry calculation of C2H3ClCrN as an isolated structure at a distorted geometry, from OMol25.

```
8
C2H3ClCrN (ωB97M-V/def2-TZVPD)
Cr 1.287 3.803 -0.593
Cl 1.921 2.124 0.888
C -0.125 -0.970 -0.302
C -1.410 -1.048 0.375
N -2.435 -1.103 0.883
H 0.645 -1.374 0.361
H 0.223 0.062 -0.360
H -0.105 -1.492 -1.252
```

## Properties
multiplicity = 5
HOMO (alpha / beta) = -0.518 / -0.518 Eh
net charge = +1
expectation value of S² = 6.0741

***

Number 1: energy -395.256882 Eh. Number 2: energy -537.995132 Eh. Number 3: energy -1252.691625 Eh. Number 4: energy -1052.960213 Eh. Number 5: energy -1053.034726 Eh. Number 6: energy -1203.482678 Eh. Number 7: energy -1737.893888 Eh. Number 8: energy -1637.058441 Eh.